Computed, not measured: a structure of composition C45H120O15, with ωB97M-V/def2-TZVPD.

Its lowest unoccupied orbital energy is 0.014 Eh. As for the total charge: 0. The HOMO-LUMO gap is 8.977 eV. For the highest occupied orbital energy, the calculation gives -0.316 Eh. The total energy is -2913.77882 Ha.

```
180
Properties=species:S:1:pos:R:3:forces:R:3:lowdin_charge:R:1
H 1.318 -0.393 1.705 -0.27 -0.51 0.48 0.08
H 1.942 -2.349 -3.548 0.13 -0.04 1.04 -0.02
H 6.014 1.664 -0.804 0.19 -0.47 0.05 0.10
H -1.365 -3.973 0.496 0.18 0.48 0.39 0.07
H 2.723 3.043 3.698 0.08 0.41 0.35 0.08
H -2.444 2.932 1.878 -0.58 0.81 -1.07 0.03
H 0.750 -4.635 -3.161 0.03 0.01 -0.10 0.09
H 1.543 2.792 -0.898 1.17 1.10 -1.58 0.01
O -1.477 -2.155 2.217 -3.41 1.29 0.52 -0.19
H 0.146 -2.114 5.518 0.16 -0.39 -0.25 0.10
C 2.848 1.601 2.473 1.82 1.04 -0.81 -0.42
H -2.122 -3.059 -3.193 0.00 0.30 -0.21 0.10
C 1.375 -0.358 -4.604 1.91 -0.85 -1.45 -0.10
C -2.302 -3.622 3.870 -0.36 -1.27 -0.10 -0.02
H 1.474 0.594 -5.127 -0.41 -0.66 -0.27 0.08
H -2.662 2.002 -3.212 -0.36 -0.13 -0.06 0.13
H 1.006 -3.838 -4.756 0.18 -0.17 0.25 0.08
C -0.284 4.475 1.023 3.39 0.89 0.83 -0.46
H -1.061 2.698 0.149 0.30 1.24 0.16 0.08
H 2.092 -2.308 -0.552 0.14 -1.35 -0.13 0.07
H 1.251 -2.680 2.169 -4.81 1.77 1.63 -0.24
H 3.053 -1.038 -5.693 0.29 -0.35 -0.25 0.13
O 0.142 3.380 4.956 -0.63 -0.13 -0.12 -0.03
H -1.619 -1.791 -2.016 -0.02 -0.08 -1.18 0.07
H 0.973 -4.206 1.477 0.57 0.25 0.38 0.13
C -3.284 -2.502 -0.550 -0.25 -1.82 -1.36 -0.10
H 1.192 -1.007 -0.194 -0.96 0.73 -0.26 0.08
H -5.167 3.271 -0.685 0.00 -0.02 -0.21 0.10
H 2.667 0.147 0.031 0.50 -0.47 -0.32 0.07
C -3.334 3.070 1.264 -0.81 -0.91 0.00 -0.01
O 3.907 3.486 -3.068 1.45 0.84 -0.29 -0.03
H -2.672 1.216 2.654 -0.41 -0.72 -0.66 0.05
C -3.818 -4.700 -1.719 -1.07 0.49 0.78 -0.02
C -0.388 2.362 2.816 -0.45 -0.45 1.68 -0.09
O -2.477 1.347 -0.249 -4.36 7.68 10.95 -0.02
H 0.726 2.787 0.207 -1.60 1.67 0.85 0.02
C 1.802 -3.644 1.046 0.97 -2.27 -3.06 -0.37
C -2.280 0.384 2.070 -0.98 -1.58 0.40 -0.04
H 3.401 1.727 -2.208 -0.42 0.55 -0.54 0.06
C 2.767 -1.033 -4.641 -0.25 1.34 0.12 -0.42
H 3.776 -4.022 0.273 0.07 0.39 0.04 0.09
H 0.775 -1.526 -1.953 0.21 -0.55 -0.79 -0.14
C 0.526 1.045 -0.008 -1.98 -2.98 -1.91 -0.08
H 4.472 2.358 -1.036 0.33 0.03 0.33 0.06
H -2.918 -4.502 4.056 -0.47 0.03 -0.04 0.08
H 1.451 2.984 -4.122 -0.18 -0.03 -0.15 0.10
H 2.736 -5.372 0.230 0.01 -0.32 0.33 0.09
H 1.287 1.540 -0.611 -0.60 -1.46 0.53 0.04
C -3.213 2.563 -0.189 -0.05 1.05 1.74 -0.35
H -0.629 -4.542 2.022 -0.16 0.13 -0.04 0.08
H 2.965 -2.198 1.469 0.46 0.39 -0.34 0.14
H -0.450 0.024 -2.253 -1.68 0.81 0.56 0.04
H -1.410 -3.435 -1.700 1.27 -0.58 -0.65 0.06
O 2.722 -2.299 -4.106 1.42 -1.19 -1.63 -0.04
H 0.056 0.765 -3.651 -1.60 0.50 -0.38 0.01
H 1.615 1.278 -3.602 0.56 1.27 -0.21 0.03
O -5.437 -2.897 -1.236 -1.50 0.12 0.76 -0.04
C -0.430 2.213 4.337 0.46 0.58 -1.25 -0.40
C -0.035 -2.626 -3.274 -1.03 -1.37 0.43 -0.43
C -1.036 3.175 -2.486 -0.36 -0.39 -2.22 -0.02
C 4.424 0.199 -1.213 1.77 -0.13 2.01 -0.44
H 1.892 3.107 1.210 0.27 -0.48 0.44 0.04
O 3.429 2.448 3.437 0.17 0.51 0.86 -0.02
C 0.036 -1.330 4.768 -0.55 0.11 1.54 -0.02
H -1.840 1.550 5.814 0.11 -0.04 0.33 0.08
H 0.004 3.204 5.890 0.23 0.42 0.34 0.08
H -1.683 -0.270 2.706 -1.10 0.57 0.17 0.07
C 3.800 0.369 2.360 -2.01 0.69 -0.15 0.01
C -2.275 -3.263 2.376 0.92 -0.30 0.71 -0.46
C 2.221 3.388 -1.508 -0.09 -0.18 -1.36 -0.03
H -1.749 3.749 -1.894 0.29 -0.01 -0.37 0.08
O 1.006 -2.335 -2.415 2.06 -5.63 -2.42 -0.16
H -2.811 -1.416 0.942 -0.25 1.31 0.86 0.05
H 4.760 0.059 -2.241 0.24 0.87 1.19 0.09
H -0.170 -1.821 -3.996 -0.22 -0.48 -0.11 0.11
H -5.199 -1.732 1.931 0.30 -0.39 -0.51 0.10
H -2.287 -2.913 -0.708 -1.24 0.68 0.86 0.02
H -4.351 2.220 -1.902 -0.37 0.22 -0.20 0.09
H -2.538 2.781 4.860 0.39 0.45 -0.46 0.10
H -3.862 -1.834 3.123 -0.38 0.29 -0.12 0.06
H -4.866 -0.440 2.976 0.07 0.45 0.00 0.09
H 2.306 0.477 -1.642 0.17 -0.45 0.26 0.08
H -4.740 -0.376 0.244 -0.51 -0.01 -0.75 0.15
H -3.063 0.614 -0.043 -0.55 -0.29 -1.16 -0.10
H -4.132 -5.227 -0.818 0.03 0.18 0.41 0.08
H -0.327 -0.202 2.389 1.38 -0.60 0.08 0.05
H -0.620 -2.286 2.630 1.49 -1.15 0.50 -0.05
C -1.857 1.932 4.793 -0.06 -0.71 1.40 -0.03
H 0.642 1.114 1.073 0.34 0.06 -1.05 0.07
H -0.870 -1.311 0.987 -0.18 0.89 -1.01 0.08
H 0.486 2.898 2.447 0.09 -0.79 0.63 0.08
C 3.837 -0.284 -3.822 -1.60 0.07 -2.31 -0.05
H 1.206 -3.824 -1.029 0.43 0.03 0.44 0.12
H -2.599 3.280 -0.735 -0.65 -0.16 0.32 0.11
O -1.551 0.918 -1.808 5.08 -2.41 -13.00 -0.08
H -3.282 -1.431 -0.754 -0.29 -0.70 0.03 0.10
H 4.359 3.014 -3.771 0.39 0.29 -0.19 0.09
H -3.578 -2.837 0.444 -0.57 0.22 -0.72 0.09
C 2.999 -4.519 0.855 0.36 -0.77 -0.55 -0.01
H 1.107 0.615 3.076 -1.68 -2.01 0.32 0.03
C 2.152 2.186 -3.877 -1.07 1.03 1.76 -0.05
H -1.329 -3.967 4.220 0.29 0.41 -0.21 0.08
H 4.757 -0.834 -4.020 0.13 -0.06 0.75 0.11
H -2.633 -2.819 4.528 -0.08 0.08 -0.21 0.08
O 0.635 -2.630 2.903 -6.52 -0.36 8.00 -0.07
H 3.172 -0.360 1.849 0.63 -0.23 -0.07 0.04
H 4.639 0.631 1.715 0.03 -0.57 0.89 0.07
C -1.338 -2.717 -2.517 -0.47 -0.24 -0.80 -0.04
H -0.128 3.711 -1.000 0.04 1.28 3.23 0.04
C -4.544 2.391 -0.843 -0.47 -0.05 -0.73 0.01
H -2.384 1.150 4.247 0.50 0.21 0.22 0.06
C 0.325 -3.973 -3.916 -0.83 0.45 -0.68 0.00
H 2.582 1.792 0.277 0.62 0.59 0.96 0.04
C 1.346 -3.052 -0.272 0.14 -1.31 1.42 -0.02
H 4.024 -0.029 3.350 0.34 0.21 -0.11 0.10
H -2.033 1.304 -1.072 1.41 0.70 -2.84 -0.32
H -0.999 -1.368 4.428 0.10 0.09 -0.01 0.07
H -2.090 -5.206 1.386 -0.32 -0.30 0.27 0.09
H 2.746 -1.165 -1.181 0.70 0.55 -0.35 0.09
H 0.659 -0.973 -5.149 0.17 0.12 0.00 0.10
H -0.971 -2.103 -0.447 0.05 1.01 0.08 0.04
O 0.307 -0.491 -1.964 0.45 5.85 2.71 -0.08
H 0.296 1.430 4.557 -0.57 -0.47 0.43 0.11
H -0.139 3.077 -1.875 -0.65 -1.50 -2.87 0.02
H 0.140 -0.427 5.368 0.22 0.26 -0.29 0.08
H -6.098 -3.478 -1.618 0.17 -0.14 -0.27 0.09
H 6.016 -0.759 -0.727 0.17 -0.20 0.17 0.09
O -3.987 0.168 0.486 -5.76 -2.80 1.28 -0.01
H 3.553 3.091 0.961 0.42 -0.39 0.50 0.10
C 2.950 -0.112 -0.989 0.97 0.60 -0.14 -0.06
H 3.431 -4.802 1.815 -0.10 -0.30 -0.07 0.10
H 1.066 5.915 0.058 -0.32 0.10 -0.25 0.08
C 0.734 -0.302 2.621 0.58 -0.93 1.41 -0.07
H -0.446 1.342 2.437 0.00 1.57 0.14 0.04
H 1.834 1.382 2.808 2.15 1.05 -0.59 0.05
H 2.025 -1.463 3.927 0.10 -0.11 0.14 0.15
C -3.329 -0.584 1.418 1.21 -0.66 4.08 -0.40
C -0.935 -1.078 -0.076 1.26 -0.03 0.75 -0.06
H -0.356 1.639 -0.248 0.97 -2.88 -0.06 0.05
H 1.965 4.906 1.065 -0.08 0.10 0.59 0.05
C -0.193 3.345 0.025 0.09 3.64 2.62 -0.14
C -4.360 -1.204 2.386 0.17 1.27 1.04 0.01
H 2.928 3.857 -0.823 0.23 -0.13 -0.42 0.09
C 0.338 -0.420 -0.532 -1.19 2.09 1.09 -0.29
H -3.972 -2.721 -2.567 0.35 -0.07 -0.11 0.13
O 5.087 -0.837 -0.498 0.44 -1.22 0.54 -0.04
O 2.216 -2.611 1.906 12.53 0.26 -5.00 0.03
H 2.804 2.047 -4.740 -0.08 -0.10 0.25 0.10
H -0.588 -4.412 -4.319 -0.04 -0.25 -0.02 0.08
H 3.496 -0.170 -2.793 -0.24 -0.99 -2.26 0.02
C 0.978 -1.441 3.622 -0.54 -0.02 -1.59 -0.32
H -3.753 4.074 1.321 0.24 -0.05 -0.07 0.10
C -4.115 -3.192 -1.595 0.13 -0.45 -0.24 -0.47
H -1.868 -0.591 -0.360 1.43 -0.29 -0.03 0.08
H -0.779 3.824 -3.324 -0.07 -0.10 -0.40 0.10
C 1.008 5.428 1.031 -0.39 -0.81 -1.15 0.00
H -1.503 0.362 -4.489 0.22 -0.18 -0.02 0.11
H -3.994 2.370 1.776 -0.66 0.25 -0.05 0.09
H 0.969 6.252 1.744 -0.13 -0.33 0.39 0.08
H -3.258 -2.952 2.021 0.32 -1.19 0.22 0.08
H -4.512 -5.086 -2.466 0.62 -0.31 -0.55 0.08
C -1.629 1.814 -2.919 0.70 0.43 0.23 -0.35
C 2.914 2.602 -2.640 0.34 0.49 0.39 -0.47
H -2.756 -4.915 -1.833 -0.31 -0.09 -0.62 0.07
H 0.411 -2.495 -0.211 0.84 -1.43 0.53 0.06
H 3.960 0.724 -4.218 0.42 -0.07 -0.01 0.07
H -0.529 1.825 -4.828 -0.49 0.15 -0.21 0.10
C 2.728 2.408 1.164 0.23 0.14 0.26 -0.08
H -0.392 4.060 2.025 0.25 1.38 -1.04 0.07
H 4.762 1.535 0.474 0.48 -0.01 -0.73 0.04
H -1.274 2.918 2.509 0.85 -0.54 0.54 0.06
C -0.884 1.145 -4.053 0.00 0.86 0.00 -0.05
H 1.083 -0.180 -3.569 0.60 -0.98 -0.93 0.04
H -1.407 5.828 1.577 -0.41 0.35 -0.13 0.11
H -5.061 1.503 -0.481 -0.20 0.69 -0.03 0.09
H -1.638 0.801 1.294 -0.37 -0.51 0.72 0.08
C 4.959 1.487 -0.597 -0.48 1.05 -0.42 -0.02
H 1.665 4.191 -1.992 -0.09 0.14 0.09 0.11
C -1.560 -4.264 1.528 -0.53 -2.53 -0.38 -0.01
O -1.347 5.287 0.786 -2.35 1.43 -0.67 -0.01
```
Forces are in eV/Å.